Density functional theory data (ωB97M-V/def2-TZVPD) for a single C5H12O molecule.

The geometry in XYZ format:
```
18
Properties=species:S:1:pos:R:3
C -1.196 0.773 -1.041
C -0.617 -0.361 -0.194
C -1.699 -0.980 0.690
C 0.571 0.094 0.661
C 1.829 0.464 -0.134
O 2.982 0.127 0.629
H -0.449 1.198 -1.721
H -1.564 1.580 -0.393
H -2.040 0.425 -1.649
H -0.245 -1.145 -0.874
H -2.095 -0.241 1.398
H -1.302 -1.819 1.273
H -2.538 -1.352 0.091
H 0.263 0.928 1.308
H 0.863 -0.728 1.325
H 1.868 1.539 -0.364
H 1.818 -0.070 -1.098
H 3.551 -0.433 0.094
```

Frontier orbital gap, eV: 11.1080
E_HOMO, hartree: -0.3727
Relative energy (zero: lowest compared OMol25 entry of this formula, charge and spin), kcal/mol: 8.43